No. 1
The following is a DFT calculation (ωB97M-V/def2-TZVPD) of a cluster of 13 separate species, C26H78O22 in total at a distorted geometry.

```
126
Properties=species:S:1:pos:R:3:lowdin_charge:R:1
C 0.79958 5.23947 1.62391 -0.076
C 0.52416 5.82711 0.20494 -0.320
O 1.52603 6.62022 -0.35974 -0.060
H 1.36557 4.30888 1.67022 0.040
H -0.21699 5.06266 2.09264 0.080
H 1.36869 5.90435 2.25208 0.061
H -0.30378 6.53769 0.31508 0.112
H 0.15901 5.00945 -0.40653 0.096
H 2.21336 6.08826 -0.73739 0.065
C -4.93935 -0.92863 -0.72492 -0.075
C -4.38250 -1.20141 0.69159 -0.284
O -4.94236 -0.32818 1.66655 -0.087
H -4.42799 -1.63127 -1.40743 0.075
H -4.73902 0.09047 -1.07874 0.064
H -6.04734 -1.02727 -0.78632 0.084
H -3.30223 -1.07741 0.80794 0.086
H -4.62894 -2.28825 0.90502 0.127
H -5.87936 -0.43599 1.73109 0.077
C 3.56273 -0.51260 3.16176 -0.061
C 3.75917 -1.48484 1.97840 -0.265
O 2.99439 -1.07261 0.85903 -0.099
H 2.49554 -0.39865 3.42026 0.060
H 3.98816 0.48148 2.95243 0.082
H 4.05200 -0.79480 4.06829 0.064
H 3.49668 -2.52952 2.15655 0.106
H 4.80575 -1.40109 1.68852 0.115
H 2.10225 -0.82516 1.07006 0.025
C 0.62157 4.44973 -4.01735 -0.055
C 1.15474 3.03871 -3.84403 -0.272
O 0.72308 2.61313 -2.55212 -0.122
H 0.64328 5.02365 -3.09009 0.075
H -0.41396 4.46212 -4.30904 0.062
H 1.21343 4.93304 -4.73075 0.055
H 2.23496 2.98332 -3.91477 0.103
H 0.78356 2.37928 -4.64160 0.118
H 1.08329 1.74235 -2.31906 0.045
C 1.09043 2.04657 4.26369 -0.166
C 0.50435 1.84452 5.66179 -0.240
O -0.79786 2.33605 5.83688 -0.044
O 0.36901 1.28536 3.27102 -0.131
H 2.10893 1.67693 4.28313 0.096
H 1.06145 3.11278 3.89290 0.138
H 1.14759 2.42470 6.31786 0.123
H 0.59914 0.82651 5.97975 0.104
H -1.40005 2.10291 5.12056 0.048
H 0.17339 0.43102 3.69561 0.048
C 3.15484 2.65011 -0.56711 -0.256
C 3.26502 1.39991 -1.38953 -0.210
O 2.07056 0.64238 -1.45345 -0.123
O 4.38648 3.32026 -0.57555 -0.042
H 2.76551 2.44290 0.43659 0.124
H 2.45817 3.33641 -1.01002 0.102
H 4.05725 0.78941 -1.02214 0.112
H 3.51516 1.69843 -2.39474 0.121
H 1.63324 0.69318 -0.54807 0.075
H 4.98053 2.87188 0.05239 0.102
C -3.06563 2.35296 2.20151 -0.272
C -3.49897 1.65223 3.46850 -0.197
O -2.51622 0.73600 4.00903 -0.090
O -1.83957 2.99389 2.22596 -0.047
H -3.79755 3.16705 2.05246 0.140
H -3.16949 1.62549 1.42897 0.087
H -4.40835 1.14361 3.20956 0.091
H -3.64394 2.49310 4.21032 0.141
H -3.00000 0.23781 4.67331 0.108
H -1.22895 2.34409 2.62280 0.054
C -2.52052 2.28181 -3.66108 -0.209
C -3.87462 1.63063 -3.97896 -0.245
O -3.74868 0.26726 -4.36680 -0.083
O -1.87315 1.65861 -2.50007 -0.109
H -2.70990 3.33789 -3.49684 0.114
H -1.90310 1.98994 -4.50848 0.116
H -4.15728 2.16731 -4.90754 0.123
H -4.64035 1.82101 -3.22523 0.113
H -3.74432 -0.22019 -3.50782 0.076
H -0.98516 2.09635 -2.48182 0.039
C 3.99534 -3.25354 -2.37701 -0.248
C 3.09127 -2.33222 -3.19493 -0.236
O 1.90807 -2.01457 -2.48331 -0.073
O 4.63010 -2.60543 -1.28765 -0.073
H 4.81262 -3.63586 -3.04451 0.131
H 3.46058 -4.16439 -2.05872 0.103
H 2.87109 -3.00488 -4.03297 0.114
H 3.64590 -1.50039 -3.62085 0.124
H 2.04897 -1.12012 -2.10008 0.055
H 4.00353 -2.14263 -0.71116 0.042
C -0.39885 -2.49993 4.57936 -0.213
C -0.56112 -3.17817 3.28846 -0.271
O -1.82631 -2.77905 2.81546 -0.043
O -0.46239 -1.06511 4.45924 -0.105
H 0.66349 -2.66034 4.94881 0.150
H -1.16707 -2.80721 5.28287 0.125
H -0.33983 -4.20325 3.52708 0.119
H 0.20070 -2.73076 2.62391 0.127
H -1.97012 -3.37688 2.06540 0.088
H -1.27450 -0.80904 3.97973 0.059
C 0.40500 -5.89163 0.83388 -0.299
C 1.70902 -5.66071 0.21952 -0.244
O 2.21087 -4.40004 0.65135 -0.058
O -0.66455 -5.09354 0.45113 -0.054
H 0.51655 -5.84364 1.94497 0.121
H 0.11881 -6.92458 0.66655 0.121
H 1.59906 -5.58928 -0.88879 0.136
H 2.34432 -6.50539 0.45406 0.119
H 2.90681 -4.07303 0.08540 0.050
H -0.40876 -4.18187 0.20865 0.057
C -1.06666 -2.72856 -3.90472 -0.191
C -1.60135 -3.35263 -5.13873 -0.229
O -1.45471 -2.31627 -6.16386 -0.083
O -1.91873 -1.53932 -3.58118 -0.119
H -0.04444 -2.40867 -3.97362 0.097
H -1.25666 -3.46402 -3.12311 0.123
H -2.61866 -3.76654 -4.97254 0.129
H -0.87762 -4.15776 -5.39885 0.125
H -1.44608 -2.72076 -7.04724 0.086
H -2.01213 -0.95672 -4.36310 0.063
C -0.75501 -1.00148 -0.62919 -0.214
C -0.75812 0.11817 0.37559 -0.136
O 0.67013 0.31125 0.79270 -0.138
O -0.17317 -2.23467 -0.18032 -0.070
H -0.19455 -0.58426 -1.47932 0.108
H -1.71506 -1.25939 -1.07551 0.112
H -1.36408 -0.12789 1.23248 0.092
H -1.24662 1.04372 -0.03858 0.133
H 0.71110 0.73939 1.70819 0.081
H 0.78931 -2.11282 -0.04072 0.074
```

Properties
ΔE to the lowest compared entry with this formula, charge and spin (kJ/mol): 0.0
F_max (eV/Å): 3.0
Frontier orbital gap (eV): 10.2
DFT total energy (eV): -73267.0879
E_HOMO (Eh): -0.35770
Net charge: 0
Spin multiplicity: 1
Lowest unoccupied orbital energy (eV): 0.48

***

No. 2
The following is a DFT calculation (ωB97M-V/def2-TZVPD) of a structure of composition C22H13N2O5Rh.

```
43
Properties=species:S:1:pos:R:3:nbo_charge:R:1
Rh -0.30894 -0.19626 -0.24794 1.092
O -0.11484 0.00910 5.97212 -0.650
C -0.27001 -0.12333 4.63083 0.346
C -1.47002 -0.41641 4.04357 -0.316
C -1.54084 -0.53860 2.62620 0.045
N -0.40122 -0.41100 1.89784 -0.512
C 0.74617 -0.05835 2.49724 0.106
C 0.88290 0.08502 3.84882 -0.302
C 1.88206 0.26239 1.56349 0.747
O 3.01600 0.39313 1.93671 -0.565
O 1.53056 0.30389 0.27530 -0.729
C -2.82598 -0.71610 2.04741 0.391
O -3.90240 -0.65462 2.63153 -0.541
O -3.61955 0.12539 -0.16343 -0.480
H -0.96343 -0.12756 6.40772 0.483
H -2.37705 -0.53984 4.62024 0.234
H 1.83196 0.36601 4.27853 0.256
C -1.62908 3.72943 -0.68353 -0.228
C -3.01615 3.65315 -0.55419 -0.173
C -3.64029 2.43922 -0.35554 -0.268
C -2.88393 1.27249 -0.27500 0.358
C -1.49698 1.33838 -0.40100 -0.203
C -0.87726 2.57483 -0.61573 -0.218
C -3.05672 -1.04655 0.35946 0.312
C -4.07794 -2.11626 0.38880 -0.138
C -3.71190 -3.39669 0.31360 -0.176
C -2.32950 -3.74858 0.07137 -0.105
C -1.84528 -5.05812 0.11184 -0.167
C -0.53315 -5.33608 -0.20262 -0.202
C 0.32126 -4.30574 -0.62049 -0.177
C -0.13709 -3.01342 -0.68875 -0.260
C -1.45768 -2.70911 -0.29853 0.233
N -1.86348 -1.40218 -0.26882 -0.455
H -1.14225 4.68372 -0.83215 0.222
H -3.61344 4.55401 -0.60771 0.220
H -4.71476 2.36173 -0.25600 0.233
H 0.20151 2.61954 -0.70556 0.235
H -5.08864 -1.80494 0.60638 0.248
H -4.44244 -4.18770 0.42880 0.225
H -2.52143 -5.85589 0.39443 0.219
H -0.16582 -6.35205 -0.15340 0.223
H 1.33983 -4.52858 -0.90757 0.227
H 0.52774 -2.25308 -1.09620 0.209
```

Properties
F_max (eV/Å): 0.9
Frontier orbital gap (alpha / beta) (eV): 5.7 / 5.9
DFT total energy (eV): -39246.7541
E_HOMO (alpha / beta) (Eh): -0.22835 / -0.32333
Expectation value of S²: 6.054
Net charge: 0
Spin multiplicity: 5
Lowest unoccupied orbital energy (alpha / beta) (eV): -0.47 / -2.90